32
Properties=species:S:1:pos:R:3:forces:R:3:lowdin_charge:R:1 method="wB97M-V/def2-TZVPD" charge=-1 e_tot_ha=-3388.68573 largest_force_ev_per_a=0.21 relative_energy_ev=0.0000 multiplicity=2 s2=0.7738 orbital_gap_ev="4.89 / 7.04"
Zn -0.614 -0.291 0.713 0.07 0.13 0.07 0.32
N -3.627 2.651 -0.635 0.00 0.04 0.09 0.01
C -2.533 1.902 -0.193 0.03 0.00 -0.20 -0.91
S -2.595 0.186 -0.528 -0.09 0.06 0.00 0.51
N -1.587 2.561 0.396 0.08 -0.19 0.05 -0.03
N -0.552 1.757 0.798 -0.13 0.11 0.00 -0.16
C 0.525 2.320 1.298 0.05 0.03 0.01 -0.14
C 1.637 1.495 1.552 0.02 -0.01 -0.01 -0.29
C 2.840 1.971 2.138 -0.04 0.02 -0.02 -0.07
C 3.885 1.124 2.347 0.07 -0.01 0.02 -0.13
C 3.761 -0.238 1.966 0.00 0.00 -0.01 -0.12
C 2.574 -0.633 1.393 -0.11 -0.02 -0.10 -0.19
N 1.526 0.167 1.179 0.04 0.01 0.10 0.02
H -4.088 2.237 -1.429 0.00 -0.02 0.00 0.04
H -3.387 3.624 -0.766 -0.02 -0.02 0.01 0.07
H 0.565 3.390 1.479 -0.01 0.00 -0.02 0.10
H 2.904 3.017 2.417 -0.01 0.00 0.00 0.10
H 4.802 1.491 2.794 0.00 -0.02 0.01 0.09
H 4.563 -0.949 2.106 0.01 0.01 0.00 0.08
H 2.437 -1.658 1.059 0.02 -0.01 0.03 0.08
O -0.924 -0.897 2.687 0.02 -0.06 -0.07 -0.20
N -0.147 -1.906 3.012 -0.06 0.07 0.09 -0.21
C 0.258 -1.967 4.301 0.00 -0.03 -0.07 -0.03
C 1.043 -2.985 4.767 -0.04 0.04 0.00 -0.08
C 1.437 -3.979 3.869 0.03 -0.01 0.05 -0.09
C 1.035 -3.896 2.562 -0.02 -0.02 -0.09 -0.11
C 0.228 -2.844 2.088 0.00 0.03 -0.02 -0.70
S -0.259 -2.689 0.454 0.06 -0.10 0.07 0.62
H -0.101 -1.140 4.893 0.01 0.00 0.02 0.13
H 1.342 -2.987 5.805 0.02 -0.02 0.00 0.10
H 2.065 -4.799 4.195 0.00 0.00 0.00 0.10
H 1.337 -4.636 1.834 0.00 0.00 0.01 0.10

101
Properties=species:S:1:pos:R:3:forces:R:3:lowdin_charge:R:1 method="wB97M-V/def2-TZVPD" charge=+1 e_tot_ha=-5436.60651 largest_force_ev_per_a=10.89 relative_energy_ev=8.6110 orbital_gap_ev=1.87
Cd 1.037 -3.920 2.894 -0.34 0.28 0.19 1.02
C -1.715 -0.639 -1.392 1.00 0.44 0.08 -0.06
C -1.094 0.057 -0.083 0.34 -3.47 -0.69 -0.29
O 0.010 -0.688 0.410 -1.41 1.48 -0.57 -0.08
H -0.978 -0.830 -2.172 0.66 -0.01 0.40 0.06
H -2.389 -0.001 -1.963 -0.58 0.06 0.71 0.07
H -2.119 -1.622 -1.151 -0.35 0.30 0.22 0.07
H -1.861 0.146 0.686 0.01 0.30 0.23 0.11
H -0.775 1.054 -0.387 0.54 0.41 0.01 0.13
C -3.950 -5.311 -8.100 -0.89 -0.43 -0.41 -0.05
C -5.062 -6.393 -7.781 1.30 0.65 -0.80 -0.14
N -6.228 -5.768 -7.173 -0.56 1.32 2.81 -0.06
C -7.552 -5.757 -7.581 0.33 -0.65 0.22 0.02
C -8.319 -5.157 -6.606 0.95 0.30 -1.87 0.00
N -7.446 -4.653 -5.693 2.25 -1.25 0.15 -0.09
C -6.163 -5.104 -5.975 -2.81 0.28 -1.09 0.05
C -7.850 -3.981 -4.474 0.43 0.02 1.34 0.01
H -3.166 -5.742 -8.722 -0.10 -0.14 0.08 0.08
H -3.464 -4.792 -7.274 -0.24 -0.51 0.43 0.07
H -4.416 -4.511 -8.674 -0.06 -0.07 -0.17 0.08
H -4.688 -7.222 -7.179 -0.10 0.26 0.38 0.13
H -5.400 -6.876 -8.697 0.02 0.31 -0.12 0.12
H -7.777 -6.245 -8.517 -0.35 0.17 0.16 0.14
H -9.371 -4.913 -6.636 0.15 -0.04 0.20 0.15
H -5.332 -4.982 -5.296 0.04 0.05 -0.36 0.17
H -8.327 -3.012 -4.622 -0.22 -0.33 -0.40 0.12
H -6.993 -3.780 -3.831 0.30 0.00 -0.39 0.10
H -8.428 -4.683 -3.873 -0.47 0.26 -0.23 0.11
C 11.753 -2.810 -3.840 0.46 -0.77 0.19 -0.07
C 11.065 -1.588 -4.439 -0.47 -0.84 0.43 -0.12
N 9.855 -1.251 -3.578 -1.04 1.51 0.83 -0.04
C 8.790 -2.084 -3.295 -1.56 0.88 2.41 0.02
C 7.863 -1.372 -2.428 2.72 -1.53 -2.63 0.03
N 8.390 -0.134 -2.296 2.22 0.48 -2.25 -0.12
C 9.593 -0.047 -2.983 -1.04 -1.68 -0.10 0.03
C 7.678 0.986 -1.735 0.09 0.85 1.46 0.00
H 12.030 -2.756 -2.788 -0.34 0.54 0.10 0.09
H 12.699 -3.090 -4.303 -0.06 0.48 -0.52 0.09
H 11.156 -3.717 -3.943 -0.28 0.14 -0.03 0.08
H 10.682 -1.823 -5.432 -0.14 -0.02 0.09 0.13
H 11.738 -0.743 -4.586 -0.34 0.23 0.61 0.13
H 8.796 -3.146 -3.491 -0.01 0.22 -0.32 0.13
H 6.910 -1.618 -1.984 0.20 -0.26 -0.14 0.14
H 10.263 0.791 -3.109 -0.40 0.17 0.29 0.16
H 6.623 1.026 -2.008 0.21 -0.35 -0.21 0.11
H 8.131 1.946 -1.981 0.13 -0.28 -0.27 0.11
H 7.770 0.878 -0.654 -0.33 0.18 0.09 0.11
C 1.954 4.622 5.506 -0.44 0.91 -0.51 -0.08
C 1.059 5.627 6.308 0.51 -1.94 -0.27 -0.22
C -0.128 6.007 5.436 1.04 0.90 -0.23 -0.14
N -0.732 7.361 5.818 -0.39 0.72 -0.31 -0.21
C -1.877 7.684 4.821 1.21 -1.05 0.21 0.02
C 0.319 8.569 5.792 -0.61 0.44 0.89 -0.05
C 0.404 9.049 7.254 -0.12 -0.93 -0.64 -0.16
C -0.978 8.752 7.814 0.70 0.21 0.66 -0.15
C -1.386 7.408 7.221 -0.54 0.47 -0.36 -0.08
H 2.404 5.266 4.751 0.71 -0.28 -0.02 0.07
H 1.421 3.883 4.907 -0.42 -0.12 0.38 0.08
H 2.687 4.091 6.114 -0.02 0.33 -0.03 0.09
H 1.753 6.407 6.620 -0.50 0.34 -0.02 0.10
H 0.718 5.076 7.184 -0.16 0.39 0.25 0.11
H -0.795 5.148 5.361 -0.81 0.50 0.72 0.15
H 0.139 6.125 4.386 0.50 0.31 -0.02 0.13
H -2.386 8.611 5.085 0.09 -0.26 0.14 0.11
H -2.491 6.785 4.864 -0.43 0.41 0.00 0.11
H -1.460 7.734 3.815 0.11 0.21 0.12 0.11
H -0.141 9.359 5.198 -0.06 -0.28 -0.20 0.12
H 1.323 8.382 5.411 -0.43 -0.82 -0.34 0.13
H 0.688 10.093 7.387 0.03 -0.09 -0.32 0.13
H 1.135 8.420 7.762 0.10 0.12 0.15 0.11
H -1.666 9.562 7.574 -0.17 -0.19 -0.14 0.12
H -0.842 8.752 8.895 -0.59 -0.31 0.06 0.13
H -2.459 7.402 7.033 0.07 -0.18 0.10 0.12
H -1.183 6.523 7.824 0.60 0.15 -0.22 0.14
N -6.906 2.474 -8.274 3.40 -1.01 2.89 -0.25
S -8.057 1.630 -8.702 -7.85 -0.25 -5.22 0.42
O -9.017 1.134 -7.719 1.68 -0.11 -0.96 -0.31
O -7.790 0.865 -9.911 -0.44 -0.06 1.57 -0.31
F -8.907 2.893 -9.306 0.22 -0.50 0.13 -0.24
S -6.192 1.286 -7.386 6.28 2.16 -1.15 0.50
O -5.479 0.230 -8.092 -1.72 0.81 0.63 -0.30
O -6.740 1.068 -6.128 -1.47 -1.12 2.23 -0.27
F -4.942 2.250 -7.011 -0.03 -0.16 0.00 -0.24
N -2.456 -4.318 4.335 1.66 3.96 5.44 -0.30
S -3.799 -4.863 4.001 -4.65 -7.67 -6.18 0.40
O -4.756 -4.061 3.278 0.45 -0.06 1.37 -0.29
O -4.256 -6.078 4.717 0.36 3.28 -0.28 -0.29
F -3.065 -5.630 2.737 -0.35 -0.32 -0.85 -0.29
S -3.046 -3.599 5.804 2.80 3.22 3.13 0.59
O -2.944 -4.400 7.009 -0.37 0.59 -2.23 -0.27
O -4.089 -2.588 5.698 0.85 -2.09 -0.39 -0.29
F -1.750 -2.592 5.962 -0.27 -0.77 -0.31 -0.27
N 4.163 -4.568 5.071 0.47 -2.21 3.60 -0.32
S 5.605 -3.972 5.023 4.31 1.92 -4.27 0.46
O 6.538 -4.741 4.146 -2.02 1.73 2.31 -0.34
O 6.169 -3.248 6.153 -0.99 -1.36 -1.23 -0.29
F 5.122 -2.774 4.022 0.33 0.15 0.01 -0.28
S 4.453 -5.488 6.497 -3.23 -3.54 2.10 0.56
O 4.278 -4.798 7.746 0.78 0.39 -1.31 -0.28
O 5.370 -6.618 6.445 -0.35 2.36 -0.74 -0.28
F 3.046 -6.318 6.483 0.33 0.73 -0.89 -0.24

15
Properties=species:S:1:pos:R:3:forces:R:3:lowdin_charge:R:1 method="wB97M-V/def2-TZVPD" charge=0 e_tot_ha=-354.06168 largest_force_ev_per_a=4.83 orbital_gap_ev="7.23 / 7.26"
N 1.166 0.394 0.182 1.33 -0.70 -0.26 -0.15
N 1.582 1.221 -0.851 -0.89 -0.53 -0.21 0.02
N 1.998 -0.705 0.241 -1.42 -0.05 0.18 0.03
H -0.717 0.909 0.477 -4.74 -0.74 0.56 0.23
H 2.198 1.936 -0.480 -0.41 0.08 0.21 0.10
H 2.054 0.727 -1.607 -0.03 -0.09 0.13 0.08
H 1.648 -1.321 0.977 0.18 0.13 -0.17 0.09
H 1.959 -1.229 -0.638 0.19 -0.08 0.01 0.09
N -2.417 0.984 0.568 1.85 0.05 0.14 -0.13
N -0.651 -1.692 -0.102 -0.47 1.30 0.42 0.03
O -0.588 -0.265 -0.142 3.33 0.31 -1.03 -0.37
H -0.991 -1.913 0.833 0.18 0.05 0.25 0.08
H -1.505 -1.797 -0.652 0.32 -0.32 -0.37 0.09
H -2.912 1.266 1.416 0.33 0.41 -0.18 -0.09
H -2.823 1.486 -0.224 0.26 0.17 0.33 -0.09